# 1
# C11H33O6Y

A structure of composition C11H33O6Y at a distorted geometry (the ωB97M-V functional and the def2-TZVPD basis, the OMol25 dataset).

Summary:
Charge: +2
E: -25249.1869 eV
ΔE to the lowest compared entry with this formula, charge and spin: 330.3 kJ/mol
LUMO energy: -0.39112 Ha
HOMO level: -13.88 eV
Kohn-Sham gap: 3.239 eV

The geometry in XYZ format:
```
51
Properties=species:S:1:pos:R:3:mulliken_charge:R:1
Y 0.98 2.74 2.55 1.948
C -0.26 0.48 -0.09 -0.380
O 0.20 1.58 0.65 -0.458
H 0.44 -0.35 -0.16 0.201
H -1.17 0.05 0.33 0.196
H -0.53 0.77 -1.10 0.192
C -2.76 4.14 0.86 -1.043
C -2.56 3.16 1.97 -0.024
O -1.36 3.45 2.68 -0.402
H -3.80 4.24 0.53 0.360
H -2.18 3.77 0.01 0.241
H -2.49 5.17 1.07 0.319
H -2.49 2.15 1.55 0.207
H -3.45 3.23 2.60 0.259
H -1.53 4.21 3.25 0.357
C 3.44 -0.22 -1.20 -0.952
C 4.52 0.17 -2.22 -0.340
O 5.51 -0.84 -2.31 -0.523
H 2.80 0.63 -0.98 0.232
H 3.94 -0.41 -0.25 0.507
H 2.84 -1.10 -1.41 0.190
H 5.06 1.07 -1.94 0.267
H 4.02 0.31 -3.19 0.305
H 6.06 -0.58 -3.05 0.322
C -0.14 -3.65 1.15 -0.890
C 1.05 -3.96 0.23 0.063
O 2.16 -4.41 0.99 -0.531
H 0.15 -2.97 1.95 0.205
H -0.56 -4.53 1.63 0.390
H -0.89 -3.11 0.57 0.312
H 1.48 -3.14 -0.34 -0.178
H 0.80 -4.62 -0.60 0.347
H 2.84 -4.62 0.35 0.319
C 0.93 1.16 -3.78 -0.577
C -0.19 0.60 -4.62 -0.351
O 0.42 -0.19 -5.61 -0.517
H 1.58 1.89 -4.25 0.406
H 1.56 0.38 -3.36 0.022
H 0.55 1.70 -2.91 0.145
H -0.89 1.35 -4.98 0.332
H -0.78 0.01 -3.92 0.203
H 0.40 -1.12 -5.37 0.308
C -2.23 -1.68 3.25 -0.709
C -3.27 -0.79 3.90 -0.503
O -2.91 0.58 3.83 -0.490
H -1.30 -1.67 3.81 0.304
H -2.06 -1.48 2.19 0.040
H -2.66 -2.68 3.21 0.391
H -3.34 -1.02 4.96 0.332
H -4.24 -1.00 3.46 0.353
H -3.66 1.13 4.08 0.296
```

=====

# 2
# C29H20AsBrN2O3PtS

A structure of composition C29H20AsBrN2O3PtS (the ωB97M-V functional and the def2-TZVPD basis, the OMol25 dataset).

Summary:
E: -184483.3701 eV
ΔE to the lowest compared entry with this formula, charge and spin: 0.0 kJ/mol
LUMO energy: 0.00319 Ha
HOMO level: -7.98 eV
Kohn-Sham gap: 8.071 eV

The geometry in XYZ format:
```
58
Properties=species:S:1:pos:R:3:mulliken_charge:R:1
Pt -1.16 0.10 -0.74 0.936
O -2.35 -0.59 0.71 -0.676
N -3.04 0.34 1.41 0.342
C -3.88 -0.15 2.34 -0.301
C -4.61 0.70 3.12 -0.728
C -4.46 2.08 2.94 -0.115
C -3.60 2.55 1.98 -0.757
C -2.86 1.65 1.18 0.643
S -1.77 2.15 -0.05 -0.443
H -3.91 -1.23 2.39 0.474
H -5.28 0.29 3.86 0.390
H -5.02 2.78 3.55 0.389
H -3.46 3.60 1.81 0.376
C 5.47 1.68 3.39 -0.433
C 4.70 2.47 2.54 -0.581
C 3.67 1.91 1.81 -0.345
C 3.40 0.54 1.90 0.142
C 4.17 -0.24 2.75 -0.227
C 5.20 0.32 3.49 -0.655
As 1.96 -0.16 0.77 0.174
C 3.09 -1.11 -0.50 0.656
C 3.81 -0.56 -1.55 -0.704
C 4.57 -1.38 -2.37 -0.720
C 4.60 -2.75 -2.15 -0.747
C 3.87 -3.31 -1.10 -0.473
C 3.11 -2.49 -0.27 0.613
C 2.31 -2.93 0.89 0.633
C 2.15 -4.24 1.31 -0.664
C 1.37 -4.51 2.43 -0.687
C 0.75 -3.48 3.12 -0.667
C 0.90 -2.17 2.69 -0.423
C 1.69 -1.89 1.59 -0.140
H 6.27 2.12 3.96 0.367
H 4.90 3.53 2.46 0.383
H 3.06 2.54 1.17 0.357
H 3.98 -1.31 2.83 0.357
H 5.79 -0.30 4.15 0.385
H 3.78 0.51 -1.74 0.446
H 5.14 -0.96 -3.19 0.423
H 5.18 -3.39 -2.79 0.473
H 3.89 -4.38 -0.95 0.389
H 2.62 -5.05 0.77 0.400
H 1.24 -5.54 2.75 0.402
H 0.14 -3.70 3.99 0.419
H 0.40 -1.37 3.23 0.439
Br 2.77 -5.09 -4.59 -0.131
C 2.28 -3.27 -4.52 -0.170
C 2.77 -2.39 -5.47 -0.114
N 2.50 -1.09 -5.46 -0.652
C 1.71 -0.63 -4.49 -0.176
C 1.16 -1.45 -3.51 0.249
C 1.45 -2.81 -3.52 -0.314
C 0.29 -0.89 -2.46 0.824
O 0.16 0.37 -2.31 -0.809
O -0.36 -1.64 -1.67 -0.760
H 3.43 -2.74 -6.26 0.393
H 1.49 0.43 -4.49 0.534
H 1.04 -3.46 -2.76 0.600
```

=====

# 3
# C44H65F3O2SSbSi2V

A structure of composition C44H65F3O2SSbSi2V at a distorted geometry (the ωB97M-V functional and the def2-TZVPD basis, the OMol25 dataset).

Summary:
Charge: -2
<S²>: 2.2610
2S+1: 3
E: -117746.2274 eV
ΔE to the lowest compared entry with this formula, charge and spin: 0.0 kJ/mol
LUMO energy (alpha / beta): 0.15469 / 0.15472 Ha
HOMO level (alpha / beta): -1.16 / -0.74 eV
Kohn-Sham gap (alpha / beta): 5.374 / 4.954 eV

The geometry in XYZ format:
```
119
Properties=species:S:1:pos:R:3:mulliken_charge:R:1
V 0.31 0.85 1.00 0.945
C -2.07 1.80 2.98 0.760
C -0.72 2.24 3.25 1.914
C 0.06 1.08 3.60 -0.410
C -0.83 -0.06 3.59 1.048
C -2.13 0.39 3.19 0.523
C -3.34 -0.44 2.98 -1.723
C -0.47 -1.39 4.12 -1.225
C 1.39 1.06 4.23 -1.181
C -0.37 3.65 3.57 -2.203
C -3.21 2.68 2.62 -2.016
H -4.23 0.04 3.39 0.464
H -3.25 -1.41 3.46 0.404
H -3.55 -0.61 1.91 -0.111
H -0.12 -1.31 5.16 0.309
H 0.33 -1.81 3.51 -0.245
H -1.32 -2.07 4.12 0.364
H 1.37 0.78 5.29 0.325
H 1.86 2.05 4.16 0.374
H 2.04 0.34 3.72 -0.241
H 0.38 3.70 4.37 0.382
H -1.26 4.19 3.91 0.471
H 0.03 4.21 2.71 0.163
H -3.77 3.01 3.51 0.304
H -3.91 2.19 1.96 0.459
H -2.87 3.59 2.12 0.311
O 0.88 -1.97 -0.70 0.591
H 1.20 -1.68 0.22 -0.333
H 1.61 -2.49 -1.06 0.034
S -2.62 1.59 -0.49 -0.368
C -1.21 1.29 0.28 0.594
C 3.91 -1.73 3.65 -1.436
Si 2.88 -2.30 2.16 1.013
C 2.11 -3.96 2.69 -1.489
C 4.13 -2.77 0.78 -0.993
O 1.78 -1.21 1.62 -1.074
H 4.68 -2.49 3.84 0.461
H 3.31 -1.64 4.54 0.296
H 4.41 -0.77 3.47 0.328
H 2.91 -4.67 2.87 0.378
H 1.45 -4.36 1.93 0.326
H 1.54 -3.85 3.60 0.348
H 5.14 -2.87 1.20 0.411
H 4.18 -2.02 0.00 0.049
H 3.86 -3.73 0.33 0.335
F 0.92 -5.67 -5.04 -0.369
C 0.23 -4.83 -4.23 0.373
C 0.14 -3.47 -4.57 -0.900
C -0.60 -2.62 -3.72 0.228
C -1.19 -3.10 -2.56 0.324
C -1.06 -4.45 -2.23 -0.335
C -0.36 -5.33 -3.08 -0.810
Sb -1.93 -1.68 -1.08 -0.040
C -3.13 -3.18 -0.06 -0.622
C -4.14 -3.93 -0.65 -0.216
C -4.88 -4.86 0.10 -0.910
C -4.57 -5.02 1.46 0.386
F -5.28 -5.90 2.19 -0.378
C -3.54 -4.30 2.07 -0.590
C -2.82 -3.38 1.28 -0.655
C -3.53 -0.91 -2.35 0.324
C -4.88 -0.99 -2.02 -0.447
C -5.84 -0.26 -2.74 -0.835
C -5.43 0.56 -3.78 0.346
F -6.34 1.27 -4.48 -0.369
C -4.07 0.69 -4.11 -0.817
C -3.14 -0.07 -3.38 0.154
H 0.60 -3.06 -5.46 0.462
H -0.70 -1.59 -4.00 0.027
H -1.49 -4.84 -1.32 0.424
H -0.27 -6.37 -2.79 0.411
H -4.36 -3.79 -1.70 0.689
H -5.68 -5.43 -0.37 0.396
H -3.30 -4.44 3.12 0.471
H -2.02 -2.83 1.75 0.711
H -5.22 -1.61 -1.20 0.409
H -6.88 -0.35 -2.45 0.407
H -3.72 1.35 -4.90 0.429
H -2.09 0.03 -3.64 -0.030
C 3.62 0.27 -1.57 -1.995
C 3.47 1.58 -0.75 3.063
C 4.53 2.57 -1.26 -2.028
C 3.83 1.20 0.71 -1.643
Si 1.57 2.17 -0.79 -0.898
C 1.54 4.11 -0.25 3.152
C 2.15 5.14 -1.21 -1.935
C 2.27 4.22 1.09 -2.126
C 0.06 4.50 0.00 -1.746
C 1.03 2.12 -2.74 3.088
C 0.68 0.67 -3.09 -1.903
C -0.26 2.93 -2.95 -1.906
C 2.06 2.64 -3.77 -2.124
H 4.61 -0.15 -1.38 0.726
H 3.54 0.45 -2.64 0.212
H 2.88 -0.48 -1.30 0.048
H 5.50 2.07 -1.23 0.576
H 4.61 3.47 -0.64 0.303
H 4.37 2.89 -2.29 0.276
H 4.83 0.76 0.70 0.592
H 3.14 0.48 1.13 -0.210
H 3.84 2.06 1.38 0.138
H 3.19 4.95 -1.46 0.241
H 2.11 6.12 -0.71 0.586
H 1.60 5.23 -2.14 0.296
H 3.35 4.09 1.00 0.391
H 1.95 3.50 1.85 0.146
H 2.10 5.22 1.51 0.572
H -0.54 4.57 -0.91 0.168
H 0.04 5.48 0.49 0.575
H -0.46 3.82 0.68 0.009
H -0.05 0.21 -2.41 0.059
H 1.52 -0.03 -3.09 0.069
H 0.25 0.66 -4.10 0.809
H -1.06 2.68 -2.26 0.054
H -0.64 2.73 -3.96 0.525
H -0.08 4.01 -2.88 0.404
H 2.96 2.03 -3.83 0.331
H 2.38 3.66 -3.59 0.284
H 1.57 2.63 -4.75 0.540
```

=====

# 4
# C19H19NO3

A structure of composition C19H19NO3 at a distorted geometry (the ωB97M-V functional and the def2-TZVPD basis, the OMol25 dataset).

Summary:
E: -27629.7657 eV
ΔE to the lowest compared entry with this formula, charge and spin: 1484.0 kJ/mol
LUMO energy: 0.02202 Ha
HOMO level: -7.68 eV
Kohn-Sham gap: 8.283 eV

The geometry in XYZ format:
```
42
Properties=species:S:1:pos:R:3:mulliken_charge:R:1
C -5.70 -2.09 -1.11 -0.953
C -4.63 -2.41 -0.05 -0.610
O -3.50 -1.45 -0.06 -0.503
C -3.74 -0.27 0.36 1.388
C -4.90 0.12 0.82 -0.748
C -4.99 1.54 1.42 -0.821
C -3.91 2.30 1.35 -0.528
C -2.71 1.92 0.47 -0.983
C -2.71 0.60 0.10 -0.153
N -1.52 -0.08 -0.42 -0.077
C -0.41 0.70 -0.71 0.615
O -0.13 1.74 -0.62 -0.377
C 0.59 -0.70 -1.54 -1.625
C 2.01 0.00 -1.31 1.029
C 2.65 0.71 -2.34 -1.441
O 3.87 0.92 -1.70 -0.430
C 4.15 0.11 -0.62 0.123
C 5.23 0.15 0.18 -1.154
C 5.32 -0.45 1.20 1.339
C 4.01 -1.17 1.74 -0.842
C 2.85 -1.16 0.77 -0.486
C 2.81 -0.30 -0.16 0.819
H 1.99 -1.55 1.22 0.412
H 3.97 -1.75 2.71 0.298
C 6.42 -0.50 1.90 -1.450
H 6.82 -1.69 2.21 0.264
H 6.21 -0.50 3.14 0.271
H 7.29 0.07 1.71 0.423
H 6.08 0.69 -0.09 0.381
H 2.37 1.16 -3.05 0.793
H 0.26 -0.47 -2.52 0.438
H 0.42 -1.52 -1.09 0.573
H -1.69 -0.97 -0.62 0.365
H -1.83 2.38 0.42 0.753
H -3.87 3.39 1.50 0.302
H -5.78 2.24 1.87 0.230
H -5.78 -0.29 0.96 0.574
H -4.36 -3.38 0.09 0.599
H -5.32 -2.32 0.93 0.242
H -5.34 -2.04 -2.05 0.357
H -6.49 -2.88 -1.02 0.331
H -6.29 -1.01 -0.86 0.261
```

=====

# 5
# C5H11NO

The molecule C5H11NO (the ωB97M-V functional and the def2-TZVPD basis, the OMol25 dataset).

Summary:
SMILES: CC(C)N(C)C=O
E: -8900.9446 eV
ΔE to the lowest compared entry with this formula, charge and spin: 72.6 kJ/mol
LUMO energy: 0.03374 Ha
HOMO level: -9.26 eV
Kohn-Sham gap: 10.175 eV

The geometry in XYZ format:
```
18
Properties=species:S:1:pos:R:3:mulliken_charge:R:1
C 1.19 1.36 -0.08 -1.519
C 0.76 -0.05 0.30 0.446
C 0.12 -0.06 1.70 -1.296
N -0.19 -0.62 -0.67 0.137
C -1.05 0.23 -1.48 -0.974
C -0.67 -1.86 -0.34 -0.012
O -0.06 -2.69 0.30 -0.539
H 0.34 2.05 -0.12 0.351
H 1.87 1.73 0.70 0.421
H 1.72 1.43 -1.03 0.352
H 1.63 -0.71 0.29 0.234
H -0.30 -1.03 1.97 0.427
H 0.88 0.17 2.45 0.363
H -0.69 0.68 1.76 0.272
H -1.66 0.93 -0.89 0.293
H -0.45 0.81 -2.19 0.285
H -1.72 -0.40 -2.06 0.439
H -1.73 -1.98 -0.62 0.320
```

=====

# 6
# C22H66O11

A cluster of 11 separate species, C22H66O11 in total at a distorted geometry (the ωB97M-V functional and the def2-TZVPD basis, the OMol25 dataset).

Summary:
SMILES: CCO.CCO.CCO.CCO.CCO.CCO.CCO.CCO.CCO.CCO.CCO
E: -46401.7773 eV
ΔE to the lowest compared entry with this formula, charge and spin: 479.1 kJ/mol
LUMO energy: 0.00302 Ha
HOMO level: -10.08 eV
Kohn-Sham gap: 10.165 eV

The geometry in XYZ format:
```
99
Properties=species:S:1:pos:R:3:mulliken_charge:R:1
C 6.49 -13.82 8.22 -1.101
C 7.38 -12.68 7.75 -0.152
O 8.53 -13.26 7.14 -0.528
H 6.93 -14.40 9.03 0.320
H 6.30 -14.55 7.42 0.305
H 5.46 -13.60 8.51 0.346
H 7.74 -12.19 8.65 0.198
H 6.84 -11.94 7.15 0.308
H 8.86 -13.92 7.76 0.303
C 4.31 -14.34 2.39 -0.882
C 5.70 -14.66 1.89 -0.238
O 5.61 -15.56 0.76 -0.531
H 4.37 -13.58 3.17 0.301
H 3.76 -15.21 2.74 0.258
H 3.75 -13.94 1.54 0.277
H 6.27 -15.08 2.72 0.270
H 6.21 -13.76 1.55 0.243
H 5.46 -15.02 -0.02 0.302
C 10.44 -3.25 8.67 -1.084
C 9.82 -2.05 9.41 -0.130
O 9.68 -0.99 8.52 -0.505
H 11.40 -3.02 8.20 0.304
H 9.87 -3.59 7.80 0.280
H 10.58 -4.13 9.30 0.334
H 10.46 -1.71 10.22 0.291
H 8.85 -2.36 9.81 0.210
H 9.69 -0.18 9.03 0.301
C 6.24 -7.64 11.23 -0.885
C 4.95 -8.02 11.97 -0.277
O 5.19 -8.10 13.36 -0.516
H 6.63 -6.65 11.48 0.296
H 6.10 -7.65 10.15 0.305
H 6.93 -8.43 11.54 0.244
H 4.53 -8.98 11.65 0.275
H 4.18 -7.29 11.73 0.257
H 5.19 -7.21 13.73 0.301
C 2.71 -5.87 -1.37 -0.951
C 3.89 -6.70 -1.74 -0.230
O 4.94 -5.75 -1.67 -0.501
H 2.94 -5.47 -0.38 0.278
H 1.81 -6.50 -1.28 0.328
H 2.57 -5.04 -2.06 0.265
H 3.80 -7.18 -2.72 0.307
H 3.95 -7.46 -0.96 0.202
H 5.14 -5.59 -0.75 0.302
C 9.08 -0.92 1.22 -1.037
C 9.75 -0.86 2.59 -0.148
O 8.82 -1.24 3.57 -0.524
H 9.82 -0.70 0.45 0.340
H 8.36 -0.11 1.13 0.283
H 8.60 -1.85 0.94 0.273
H 10.16 0.13 2.80 0.282
H 10.55 -1.60 2.68 0.248
H 9.11 -0.99 4.45 0.284
C 8.16 -8.45 2.47 -1.045
C 7.98 -7.31 3.47 -0.140
O 7.56 -6.20 2.72 -0.500
H 8.78 -8.06 1.67 0.281
H 7.24 -8.80 2.00 0.280
H 8.63 -9.31 2.95 0.336
H 8.94 -7.20 3.98 0.245
H 7.27 -7.54 4.26 0.263
H 7.67 -5.40 3.23 0.279
C 14.37 -7.33 4.21 -1.000
C 14.14 -7.92 2.82 -0.155
O 15.40 -8.02 2.22 -0.519
H 14.79 -6.32 4.25 0.295
H 15.02 -7.94 4.84 0.279
H 13.38 -7.30 4.68 0.296
H 13.48 -7.40 2.14 0.258
H 13.79 -8.95 2.88 0.245
H 15.33 -8.75 1.60 0.301
C 11.66 -13.49 -0.35 -1.052
C 11.70 -14.79 -1.19 -0.171
O 12.88 -14.63 -1.95 -0.510
H 11.50 -12.61 -0.97 0.290
H 12.58 -13.42 0.22 0.276
H 10.85 -13.54 0.38 0.337
H 10.85 -14.89 -1.87 0.278
H 11.81 -15.64 -0.52 0.264
H 12.99 -15.44 -2.46 0.287
C 11.92 -5.02 -4.84 -1.081
C 10.68 -5.14 -3.95 -0.146
O 9.59 -5.45 -4.78 -0.508
H 12.73 -4.56 -4.28 0.347
H 11.70 -4.36 -5.67 0.295
H 12.26 -6.01 -5.16 0.278
H 10.51 -4.18 -3.45 0.263
H 10.93 -5.90 -3.21 0.256
H 8.84 -5.43 -4.18 0.297
C 1.44 -7.34 4.61 -0.969
C 1.52 -8.03 6.00 -0.202
O 1.03 -7.11 6.93 -0.513
H 1.79 -7.94 3.76 0.324
H 1.96 -6.39 4.59 0.285
H 0.40 -7.07 4.44 0.268
H 2.53 -8.33 6.27 0.232
H 0.90 -8.92 5.93 0.263
H 0.17 -7.43 7.21 0.313
```

=====

Number 1: molar mass 350.28 g mol⁻¹. Number 2: molar mass 826.46 g mol⁻¹. Number 3: molar mass 943.94 g mol⁻¹. Number 4: molar mass 309.37 g mol⁻¹. Number 5: molar mass 101.15 g mol⁻¹. Number 6: molar mass 506.76 g mol⁻¹.